{"formula": "C4H8N2O", "method": "ωB97M-V with the def2-TZVPD basis set", "elements": ["C", "C", "O", "C", "N", "C", "N", "H", "H", "H", "H", "H", "H", "H", "H"], "positions_angstrom": [[0.548, 1.444, -0.125], [0.614, -0.038, 0.269], [0.655, -0.199, 1.662], [-0.583, -0.818, -0.267], [-1.801, -0.278, 0.339], [1.802, -0.676, -0.326], [2.689, -1.192, -0.857], [1.395, 1.966, 0.325], [-0.384, 1.871, 0.262], [0.586, 1.576, -1.212], [-0.268, -0.051, 1.940], [-0.500, -1.897, -0.281], [-0.615, -0.528, -1.462], [-2.475, -1.028, 0.538], [-1.663, -0.153, -0.805]], "mulliken_charge": [-1.523, 1.284, -0.583, -0.675, -0.731, -0.185, -0.445, 0.367, 0.402, 0.367, 0.425, 0.572, 0.209, 0.227, 0.290], "de_lowest_kj_mol": 402.7, "homo_ev": -10.403, "fmax_ev_per_a": 5.279, "mol_weight_g_mol": 100.12, "homo_lumo_gap_ha": 0.4002}

{"formula": "C41H35NO19S", "method": "ωB97M-V with the def2-TZVPD basis set", "elements": ["C", "C", "C", "C", "C", "C", "C", "C", "C", "C", "C", "C", "C", "C", "N", "C", "C", "C", "O", "S", "O", "O", "H", "H", "H", "H", "H", "H", "H", "H", "H", "H", "H", "H", "H", "H", "H", "H", "H", "H", "H", "C", "C", "C", "O", "C", "C", "C", "O", "O", "O", "H", "H", "H", "H", "C", "C", "C", "O", "C", "C", "C", "O", "O", "O", "H", "H", "H", "H", "C", "C", "C", "O", "C", "C", "C", "O", "O", "O", "H", "H", "H", "H", "C", "C", "C", "O", "C", "C", "C", "O", "O", "O", "H", "H", "H", "H"], "positions_angstrom": [[-0.478, 1.301, 3.921], [0.022, 2.056, 2.639], [0.090, 3.519, 2.591], [0.553, 4.235, 1.392], [0.930, 3.507, 0.185], [0.846, 2.036, 0.192], [0.420, 1.343, 1.400], [0.350, -0.229, 1.430], [-1.186, -0.645, 1.332], [-1.937, 0.195, 0.224], [-3.314, -0.415, -0.269], [-4.493, 0.186, 0.574], [-5.042, 1.508, 0.216], [-6.162, 1.992, 1.010], [-6.769, 1.366, 2.057], [-6.224, 0.158, 2.374], [-5.123, -0.522, 1.706], [-3.349, -1.982, -0.386], [-2.989, -2.685, 0.821], [-1.356, -2.457, 1.022], [-0.582, -2.814, -0.167], [-0.831, -3.210, 2.149], [-1.541, 0.943, 3.804], [-0.491, 1.978, 4.819], [0.216, 0.459, 4.183], [-0.196, 4.122, 3.486], [0.622, 5.352, 1.403], [1.267, 4.047, -0.737], [1.129, 1.421, -0.701], [0.967, -0.658, 0.602], [0.800, -0.533, 2.413], [-1.611, -0.499, 2.362], [-1.240, 0.381, -0.629], [-2.179, 1.196, 0.683], [-3.475, -0.024, -1.317], [-4.577, 2.030, -0.648], [-6.586, 2.975, 0.709], [-6.703, -0.395, 3.225], [-4.757, -1.531, 2.019], [-2.773, -2.306, -1.293], [-4.421, -2.261, -0.603], [4.406, 6.052, -3.268], [5.639, 5.898, -3.760], [6.205, 4.542, -4.038], [7.326, 4.448, -4.503], [5.378, 3.376, -3.730], [4.146, 3.531, -3.236], [3.571, 4.888, -2.984], [2.436, 4.983, -2.549], [3.366, 2.474, -2.942], [6.428, 6.954, -4.028], [3.984, 7.027, -3.065], [5.804, 2.401, -3.919], [2.531, 2.851, -2.604], [7.261, 6.577, -4.372], [3.401, -4.025, -3.111], [2.425, -3.822, -2.219], [2.585, -4.209, -0.785], [1.676, -3.986, -0.014], [3.838, -4.847, -0.379], [4.815, -5.053, -1.273], [4.662, -4.640, -2.704], [5.582, -4.830, -3.479], [5.977, -5.639, -0.930], [1.254, -3.260, -2.567], [3.298, -3.747, -4.151], [3.932, -5.139, 0.659], [6.502, -5.668, -1.754], [0.721, -3.223, -1.743], [-10.908, 1.119, -1.336], [-9.764, 1.513, -0.765], [-9.134, 2.829, -1.110], [-8.101, 3.169, -0.559], [-9.794, 3.662, -2.113], [-10.935, 3.263, -2.684], [-11.577, 1.964, -2.321], [-12.626, 1.649, -2.854], [-11.558, 4.012, -3.612], [-9.136, 0.745, 0.143], [-11.374, 0.173, -1.096], [-9.321, 4.601, -2.367], [-12.354, 3.506, -3.864], [-8.338, 1.241, 0.414], [6.939, -3.915, 4.473], [8.189, -4.322, 4.717], [9.052, -4.889, 3.636], [10.191, -5.229, 3.900], [8.481, -5.015, 2.297], [7.229, -4.611, 2.052], [6.376, -4.019, 3.128], [5.248, -3.648, 2.858], [6.680, -4.720, 0.826], [8.730, -4.239, 5.947], [6.306, -3.501, 5.246], [9.109, -5.443, 1.528], [5.778, -4.359, 0.916], [9.636, -4.593, 5.858]], "mulliken_charge": [-1.246, 0.634, -0.747, -0.687, -0.369, -0.197, 0.772, -1.233, 0.528, -1.091, 0.607, 0.135, -0.263, -0.606, -0.708, -0.543, -0.223, -1.154, -0.408, 1.231, -0.604, -0.676, 0.197, 0.426, 0.300, 0.330, 0.359, 0.199, 0.315, 0.442, 0.395, -0.032, 0.266, 0.424, 0.510, 0.413, 0.644, 0.337, 0.398, 0.342, 0.509, -0.943, 0.322, 0.941, -0.599, -0.865, 0.334, 1.037, -0.624, -0.559, -0.560, 0.428, 0.436, 0.288, 0.351, -0.806, 0.305, 0.737, -0.412, -1.266, 0.531, 0.947, -0.632, -0.517, -0.567, 0.443, 0.676, 0.323, 0.404, -0.924, 0.461, 0.954, -0.525, -1.041, 0.285, 0.954, -0.610, -0.563, -0.541, 0.435, 0.436, 0.349, 0.305, -1.106, 0.414, 0.946, -0.614, -0.830, 0.265, 1.050, -0.580, -0.378, -0.565, 0.411, 0.438, 0.147, 0.349], "homo_ev": -9.188, "smiles": "Cc1ccccc1C[C@H]1C[C@H](c2ccncc2)COS1(=O)=O.O=C1C=C(O)C(=O)C=C1O.O=C1C=C(O)C(=O)C=C1O.O=C1C=C(O)C(=O)C=C1O.O=C1C=C(O)C(=O)C=C1O", "fmax_ev_per_a": 3.585, "mol_weight_g_mol": 877.79, "homo_lumo_gap_ha": 0.2733}

{"formula": "C10H13NO3", "method": "ωB97M-V with the def2-TZVPD basis set", "elements": ["C", "C", "C", "C", "C", "C", "C", "C", "C", "C", "H", "H", "H", "H", "H", "H", "H", "H", "H", "H", "H", "H", "H", "N", "O", "O", "O"], "positions_angstrom": [[-2.703, -1.986, -0.169], [-0.814, -0.904, -0.980], [-0.615, -0.289, 0.200], [0.280, 0.913, 0.290], [0.540, 1.629, 1.556], [0.640, 0.640, 2.816], [1.052, 1.083, -0.904], [0.816, 0.413, -2.060], [0.803, -0.400, -4.014], [-0.177, -0.511, -2.131], [-2.154, -2.523, 0.704], [-3.039, -1.165, 0.473], [-3.386, -2.664, -0.498], [-1.199, -0.467, 1.113], [1.513, 2.028, 1.553], [-0.293, 2.349, 1.718], [0.879, -0.315, 2.289], [-0.241, 0.703, 3.424], [1.606, 1.705, 4.223], [1.731, 0.053, 4.293], [1.869, 1.799, -0.739], [0.358, 0.043, -4.852], [1.487, -1.194, -4.088], [1.921, 0.878, 3.720], [-1.878, -1.653, -1.336], [1.455, 0.639, -3.225], [-0.453, -0.806, -3.374]], "mulliken_charge": [-0.983, 0.395, -0.934, -0.077, -0.551, -0.678, -1.226, 0.923, -0.278, 1.100, 0.336, 0.370, 0.360, 0.402, 0.437, 0.270, 0.534, 0.289, 0.254, 0.267, 0.290, 0.263, 0.309, -0.721, -0.384, -0.479, -0.487], "de_lowest_kj_mol": 438.7, "homo_ev": -7.742, "smiles": "COc1cc(CCN)cc2c1OCO2", "fmax_ev_per_a": 5.437, "mol_weight_g_mol": 195.22, "homo_lumo_gap_ha": 0.3128}